No. 1
Entry from the OMol25 dataset: a cluster of 11 separate species, C37H89N7O15 in total in a non-equilibrium geometry (ωB97M-V with the def2-TZVPD basis set).

Positions of all 148 atoms, in Å:
C -1.35036 -7.59426 -0.89560
N -0.30705 -6.81268 -1.62616
C 0.73120 -6.30706 -1.01208
C 1.73193 -5.59034 -1.85382
O 0.82187 -6.34809 0.20606
H -1.20804 -7.97187 0.11695
H -1.50649 -8.50457 -1.47444
H -2.31237 -7.10264 -1.04032
H -0.30430 -6.89747 -2.63259
H 2.68007 -5.51557 -1.32134
H 1.36596 -4.56548 -1.91590
H 1.89161 -6.04542 -2.83132
C -1.18793 1.68901 -4.30702
N -2.49891 2.00841 -4.93394
C -2.83840 1.82988 -6.19200
C -4.20982 2.23253 -6.66944
O -2.06842 1.40372 -6.99514
H -0.60596 2.60040 -4.16997
H -0.61198 0.94417 -4.85617
H -1.53079 1.19207 -3.39950
H -3.22240 2.45543 -4.38911
H -4.38550 2.70076 -7.63794
H -4.84252 2.58909 -5.85663
H -4.68236 1.28001 -6.90928
C -1.05436 6.75369 -2.15489
N -1.57358 5.75715 -1.24006
C -1.08857 5.58964 -0.02540
C 0.24031 6.16307 0.48532
O -1.79370 4.84780 0.66002
H -1.76580 7.56299 -2.31920
H -0.83354 6.25305 -3.09759
H -0.10330 7.20396 -1.87055
H -2.42148 5.24577 -1.43918
H 0.99692 5.70569 -0.15220
H 0.40743 5.92656 1.53614
H 0.23297 7.24010 0.31787
C -1.47220 -7.14980 4.85156
N -0.90495 -5.90157 4.39641
C -0.37707 -5.05412 5.30472
C 0.27970 -3.76433 4.77223
O -0.30772 -5.28558 6.49781
H -0.93545 -8.08815 4.71185
H -2.48387 -7.10790 4.44802
H -1.63698 -7.19423 5.92811
H -0.59037 -5.87832 3.43693
H -0.40930 -2.92396 4.85677
H 0.48711 -3.81215 3.70321
H 1.17295 -3.48460 5.33074
C 3.98725 2.53947 4.23073
N 4.71703 2.61499 2.98162
C 4.92226 3.77067 2.38033
C 5.64299 3.78442 1.10478
O 4.43010 4.84773 2.83381
H 4.67470 2.40758 5.06627
H 3.29286 1.71062 4.09310
H 3.35099 3.37673 4.51755
H 5.14202 1.76295 2.64471
H 6.32664 4.62758 1.00575
H 4.86983 3.79025 0.33648
H 6.06249 2.78087 1.03403
C 7.01499 -1.74237 4.44365
N 7.03699 -2.64261 3.31371
C 6.85395 -2.31137 2.02472
C 6.88857 -3.39320 0.95563
O 6.74096 -1.13728 1.74059
H 6.03872 -1.70328 4.92684
H 7.25954 -0.70585 4.21145
H 7.67466 -2.21636 5.17047
H 7.12903 -3.63524 3.47597
H 6.56336 -4.31509 1.43777
H 7.89932 -3.60399 0.60629
H 6.18574 -3.09252 0.17864
C -6.99844 2.91266 1.25202
N -6.20699 3.11287 0.02962
C -6.57097 3.15648 -1.23936
C -7.97800 2.98651 -1.66257
O -5.74485 3.50397 -2.07896
H -7.95912 2.42700 1.08077
H -7.18352 3.96115 1.48553
H -6.41461 2.45614 2.05129
H -5.21626 3.25694 0.16304
H -8.24887 1.93692 -1.54812
H -8.13067 3.31701 -2.68997
H -8.68634 3.48272 -0.99913
C -7.73199 -6.43218 -6.29774
O -6.36465 -6.27957 -5.84328
C -6.17352 -5.98048 -4.45082
C -6.69833 -4.69555 -3.82858
O -6.00933 -3.55492 -4.36543
C -6.37061 -2.30120 -3.75178
H -8.28337 -5.50438 -6.14522
H -8.29212 -7.14070 -5.68753
H -7.77715 -6.78574 -7.32783
H -5.10673 -6.08470 -4.25282
H -6.66678 -6.79685 -3.92322
H -6.52198 -4.68096 -2.75303
H -7.76111 -4.61222 -4.05587
H -5.80520 -1.51582 -4.25339
H -6.13343 -2.23567 -2.68991
H -7.37831 -1.97998 -4.01529
C -2.15241 -2.16975 0.45485
O -2.23186 -1.48683 1.71922
C -1.64137 -0.14434 1.74998
C -0.10356 0.09967 1.46826
O 0.31441 -0.43032 0.17553
C 1.65246 -0.38025 -0.09863
H -2.58653 -3.16526 0.36204
H -1.13454 -2.24718 0.07269
H -2.68003 -1.54189 -0.26313
H -1.88109 0.19377 2.75810
H -2.20914 0.45916 1.04179
H 0.52539 -0.43401 2.18080
H 0.12993 1.16436 1.46308
H 2.18422 -1.09955 0.52422
H 2.09662 0.60187 0.06341
H 1.76753 -0.62637 -1.15422
C 8.47928 3.72007 -8.43708
O 8.20434 3.36515 -7.10586
C 6.99124 2.62220 -6.95390
C 6.75738 2.25352 -5.42796
O 7.43994 1.03566 -5.18297
C 7.50649 0.66991 -3.80041
H 8.63054 2.86456 -9.09535
H 9.42841 4.25604 -8.43146
H 7.79339 4.45177 -8.86402
H 6.92087 1.73240 -7.57952
H 6.12212 3.18699 -7.29118
H 5.70912 2.06828 -5.19356
H 7.12961 3.02453 -4.75334
H 7.84715 1.48681 -3.16424
H 8.22362 -0.14449 -3.69758
H 6.53780 0.26718 -3.50453
C 0.51278 4.35633 9.67968
O -0.35663 3.29110 10.16290
C -1.45459 2.82221 9.35477
C -1.11718 2.11275 8.04968
O -0.31922 2.93544 7.13226
C -1.03213 3.87805 6.32817
H 0.00003 5.16481 9.15858
H 1.25210 3.90830 9.01578
H 1.00853 4.91271 10.47516
H -2.10373 3.68971 9.23585
H -1.85608 2.07589 10.04028
H -2.04830 1.85099 7.54710
H -0.65601 1.14450 8.24436
H -1.62593 4.60244 6.88563
H -1.59664 3.37144 5.54537
H -0.28427 4.51075 5.85017

Gap between HOMO and LUMO   9.33 eV
F_max   0.09290 hartree/bohr
HOMO level   -9.2 eV
Total energy   -2974.8299 hartree
Energy above the lowest of the compared OMol25 structures with the same formula, charge and spin   5.001 eV

=====

No. 2
Entry from the OMol25 dataset: a structure of composition C37H90GaO17P4 in a non-equilibrium geometry (ωB97M-V with the def2-TZVPD basis set).

Positions of all 149 atoms, in Å:
C 4.06912 -2.67490 1.02611
C 3.77438 -3.65400 -0.21394
C 2.69832 -4.75637 0.16267
C 1.47023 -4.74608 -0.82545
C 0.36740 -3.65601 -0.47882
C 0.83498 -2.56787 0.56948
C -0.47369 -1.81493 1.10791
C -1.14270 -0.96414 -0.04566
C -2.36844 -1.65066 -0.78049
C -3.64063 -0.72768 -0.59439
C -4.63832 -0.69107 -1.81775
C -5.95286 0.06574 -1.35927
C -5.69509 1.52291 -0.78415
C -6.25456 1.73849 0.71144
C -5.24787 1.02964 1.71125
C -5.19799 1.65502 3.16246
C -3.91394 1.00384 3.89199
C -2.62285 1.93323 3.84675
C -1.29538 1.18176 3.40926
C -0.06487 1.75473 4.28988
Ga 1.62722 2.19069 3.18375
C 1.71366 1.25564 1.35045
C 2.95813 1.88991 0.54985
C 2.46095 2.63314 -0.75783
C 2.15328 1.64724 -1.94951
O 3.06720 0.53115 -1.99931
C 2.37316 -0.69628 -1.73673
H 3.65412 -1.66575 0.73856
H 5.16079 -2.62826 1.26422
H 3.46345 -3.01462 1.90788
H 4.76756 -4.11788 -0.48183
H 3.40226 -3.07754 -1.11012
H 2.36155 -4.69380 1.23993
H 3.18133 -5.77958 0.07554
H 1.77892 -4.65962 -1.90342
H 0.96930 -5.76142 -0.73414
H 0.08553 -3.10864 -1.42942
H -0.55388 -4.15483 -0.06809
H 1.54081 -1.80819 0.12147
H 1.32606 -2.98473 1.48684
H -1.17313 -2.52624 1.62853
H -0.08795 -1.08349 1.88100
H -0.35837 -0.75541 -0.83448
H -1.39151 0.04256 0.40027
H -2.13996 -1.84830 -1.87104
H -2.56844 -2.65992 -0.31383
H -4.21730 -1.09804 0.30296
H -3.26145 0.32275 -0.45346
H -4.14631 -0.09438 -2.63718
H -4.85496 -1.70937 -2.25821
H -6.59538 0.18756 -2.28763
H -6.58786 -0.55181 -0.65319
H -4.62621 1.85724 -0.82742
H -6.28010 2.25329 -1.42645
H -7.29214 1.29926 0.73524
H -6.28916 2.85177 0.85083
H -5.51191 -0.05667 1.79378
H -4.21362 1.17080 1.27689
H -4.97107 2.75522 3.02705
H -6.11420 1.46942 3.78184
H -4.17875 0.65649 4.93630
H -3.68088 0.06044 3.30853
H -2.82716 2.72624 3.06012
H -2.55492 2.45295 4.84080
H -1.36426 0.05848 3.48448
H -1.00484 1.40584 2.33805
H 0.16145 1.07415 5.17127
H -0.41862 2.74119 4.72590
H 2.89969 1.75618 4.10888
H 1.68958 3.80191 2.96150
H 1.89898 0.15190 1.55470
H 0.76048 1.33704 0.75687
H 3.72958 1.09674 0.33110
H 3.46944 2.63130 1.23854
H 3.24958 3.37000 -1.08639
H 1.54539 3.22284 -0.46072
H 1.09289 1.27909 -1.93820
H 2.28540 2.20099 -2.93064
H 1.87019 -1.09799 -2.66418
H 3.11288 -1.46965 -1.38732
H 1.64452 -0.53985 -0.89701
C 5.22927 -0.20570 6.45432
O 5.70200 -0.70596 5.19528
P 6.00887 0.45792 3.96540
O 5.43600 -0.39562 2.85000
O 7.62436 0.20795 4.10014
C 8.25847 0.53676 5.32879
O 6.31089 1.82533 2.98126
C 5.14835 2.59831 2.65360
H 4.35306 -0.78095 6.75632
H 6.00881 -0.33560 7.21320
H 4.95438 0.85025 6.40175
H 8.36694 -0.37075 5.92850
H 7.68642 1.27850 5.89280
H 9.24823 0.94188 5.11685
H 4.67160 2.96813 3.56224
H 4.43736 2.00104 2.08175
H 5.46210 3.45022 2.04998
C -1.19142 -2.59932 -8.42759
O -1.54522 -2.01344 -7.16600
P -0.38710 -0.96636 -6.44365
O -0.63034 -1.47456 -5.03360
O -1.32582 0.34422 -6.73399
C -1.60126 0.69523 -8.08718
O 0.91695 0.06299 -6.02318
C 2.15611 -0.61205 -5.80026
H -1.37923 -3.67304 -8.38333
H -1.81751 -2.16960 -9.21638
H -0.14028 -2.43655 -8.67805
H -2.58115 0.29976 -8.36546
H -0.84313 0.30108 -8.76913
H -1.62038 1.78169 -8.17246
H 2.45420 -1.15377 -6.70046
H 2.06852 -1.30546 -4.96256
H 2.91848 0.13158 -5.56684
C 1.27208 2.88495 -6.60069
O 1.79930 3.27174 -7.88425
P 2.12486 4.94177 -8.11596
O 1.60971 4.96877 -9.54526
O 3.73971 4.67560 -8.10157
C 4.33282 4.16879 -6.90884
O 2.40103 6.63070 -8.01339
C 1.22652 7.42088 -7.83139
H 0.40050 2.25268 -6.75346
H 2.02734 2.31006 -6.05900
H 0.98038 3.75029 -5.99957
H 4.45373 3.08701 -7.00267
H 3.72412 4.39077 -6.02873
H 5.31423 4.62530 -6.78252
H 0.71710 7.13246 -6.90977
H 0.54999 7.30556 -8.68047
H 1.52477 8.46647 -7.75482
C -6.03110 -4.04837 8.86614
O -6.21019 -3.08194 7.82163
P -4.84573 -2.75684 6.82326
O -5.14488 -1.26832 6.76285
O -5.57358 -3.50830 5.56326
C -5.82078 -4.90562 5.65868
O -3.40266 -2.62218 5.90926
C -2.27406 -2.11719 6.62705
H -6.40677 -3.63128 9.80177
H -6.60804 -4.94908 8.63123
H -4.98142 -4.32186 8.99985
H -6.85687 -5.06425 5.96867
H -5.14938 -5.38680 6.37524
H -5.67125 -5.35701 4.67801
H -2.04370 -2.76828 7.47318
H -2.46575 -1.10269 6.98074
H -1.41800 -2.10111 5.95281

Gap between HOMO and LUMO   3.84 eV
F_max   0.18532 hartree/bohr
HOMO level   -4.7 eV
Total energy   -6032.6240 hartree
Total charge   -1

=====

No. 3
Entry from the OMol25 dataset: a structure of composition C37H93CrN6O13 in a non-equilibrium geometry (ωB97M-V with the def2-TZVPD basis set).

Positions of all 150 atoms, in Å:
Cr -1.86203 1.97054 2.52226
C -0.67294 -0.59676 -0.46197
C -0.63747 0.37328 0.71598
O -0.85702 0.00285 1.90229
O -0.71441 1.60730 0.55630
H -1.65689 -1.04559 -0.59792
H -0.05259 -1.47661 -0.29127
H -0.25962 -0.13752 -1.35995
C 4.84123 -3.34842 -0.34353
C 4.14741 -2.02601 -0.72383
C 3.02444 -2.20409 -1.75374
O 3.76810 -1.45227 0.46360
H 5.62272 -3.25241 0.41023
H 5.20330 -3.89789 -1.21248
H 4.08054 -3.96528 0.13497
H 4.89133 -1.37711 -1.18601
H 2.04977 -2.44292 -1.32821
H 3.25319 -2.91533 -2.54741
H 2.93172 -1.20294 -2.17471
H 3.30335 -2.05867 1.04488
C 4.13620 -4.98784 4.19494
C 4.54063 -3.64451 3.67194
C 3.45109 -2.65172 3.71937
O 2.40015 -3.16605 2.99551
C 1.28583 -2.30976 2.93306
N 5.61238 -3.18750 4.53993
H 3.20785 -5.38414 3.78358
H 4.09695 -5.17855 5.26740
H 4.86330 -5.71997 3.84363
H 4.94074 -3.72390 2.66115
H 3.74653 -1.74876 3.18509
H 3.10064 -2.44125 4.72981
H 1.58458 -1.27494 2.76577
H 0.79193 -2.27239 3.90403
H 0.59103 -2.60662 2.14742
H 5.69356 -2.18539 4.44355
H 5.43219 -3.30206 5.52711
C 0.80997 1.18318 4.77103
C 0.50139 2.68091 4.53131
C 1.73219 3.56428 4.93903
O 1.28703 4.93948 5.06262
C 2.29295 5.70964 5.60040
N 0.09081 2.80380 3.11532
H 0.98823 0.83680 5.78904
H 1.72306 0.92186 4.23615
H 0.02584 0.55993 4.34116
H -0.32793 2.85265 5.21749
H 2.52807 3.48426 4.19857
H 2.20676 3.14228 5.82492
H 1.92626 6.69087 5.90176
H 2.98218 5.93230 4.78585
H 2.90873 5.17652 6.32477
H 0.64580 2.13492 2.60084
H 0.50127 3.67808 2.81991
C -5.74407 -3.17706 -0.70117
O -5.59924 -3.02167 -2.09253
C -4.37428 -2.30571 -2.44783
C -4.19903 -2.28159 -3.99402
N -3.36173 -1.16032 -4.53514
C -1.95958 -1.18102 -4.00944
C -1.11275 -2.44803 -4.30389
O -1.00543 -2.75672 -5.69470
C -0.16549 -1.86716 -6.47899
H -6.06799 -2.25954 -0.20989
H -4.77794 -3.48897 -0.30439
H -6.49701 -3.91042 -0.41247
H -3.48865 -2.59113 -1.88011
H -4.55564 -1.27591 -2.14007
H -5.15480 -2.26312 -4.51773
H -3.81148 -3.25843 -4.28326
H -3.18353 -1.42433 -5.49360
H -1.93607 -0.93769 -2.94721
H -1.44408 -0.32920 -4.45302
H -1.69997 -3.28672 -3.92989
H -0.15396 -2.43812 -3.78551
H 0.71899 -1.60172 -5.89990
H -0.67071 -0.93819 -6.74331
H 0.00706 -2.39969 -7.41426
C -0.10886 2.95695 -3.12660
O 1.10472 2.52199 -3.72190
C 2.04349 2.01409 -2.72058
C 3.39267 1.53999 -3.38597
N 3.80832 2.42833 -4.44106
C 4.42093 3.61942 -3.89225
C 4.66598 4.67219 -5.03649
O 3.43578 5.14131 -5.53660
C 3.65848 6.05253 -6.53584
H 0.10532 3.88159 -2.59060
H -0.53355 2.30025 -2.36735
H -0.90146 3.03006 -3.87127
H 1.61539 1.14037 -2.22922
H 2.34188 2.78741 -2.01274
H 3.22483 0.55539 -3.82242
H 4.17567 1.26460 -2.67945
H 3.00932 2.80541 -4.93046
H 5.36815 3.44356 -3.38240
H 3.69046 4.03547 -3.19842
H 5.25688 4.14531 -5.78573
H 5.29641 5.48194 -4.66912
H 2.70703 6.29436 -7.00949
H 4.42891 5.76964 -7.25313
H 4.00525 6.95479 -6.03208
C -5.85039 -1.66413 3.04564
O -4.96939 -2.49173 2.24481
C -3.72224 -2.74107 2.89890
C -2.46286 -2.90149 1.99209
N -2.42731 -4.34060 1.66366
C -1.48054 -4.73380 0.62538
C -1.91589 -6.16096 0.21703
O -3.22959 -6.04036 -0.30352
C -3.30300 -5.95403 -1.72100
H -5.46438 -0.75731 3.51120
H -6.35542 -2.33268 3.74284
H -6.56876 -1.31901 2.30204
H -3.92440 -3.57971 3.56517
H -3.41425 -1.93947 3.57024
H -1.63451 -2.68774 2.66755
H -2.38987 -2.21131 1.15159
H -3.37795 -4.51200 1.36872
H -0.49833 -4.90829 1.06461
H -1.27289 -4.06028 -0.20609
H -2.04058 -6.87879 1.02775
H -1.22664 -6.62925 -0.48565
H -3.11595 -6.83284 -2.33810
H -2.56390 -5.24907 -2.10162
H -4.31244 -5.62472 -1.96733
C -4.44632 0.81748 0.75416
O -3.69078 1.92868 1.27771
C -4.11922 3.19569 0.74763
C -3.59605 4.37610 1.58446
N -2.10929 4.30629 1.70364
C -1.51263 4.92941 0.49768
C 0.00663 4.85946 0.48268
O 0.66959 5.08756 1.73059
C 2.11186 5.27116 1.56490
H -4.34027 0.67473 -0.32122
H -5.44242 1.07726 1.11251
H -4.14642 -0.10132 1.25811
H -5.20443 3.19993 0.64564
H -3.79986 3.28326 -0.29085
H -4.07592 4.33365 2.56224
H -3.93705 5.33176 1.18635
H -1.96210 4.95561 2.46313
H -1.96199 5.90354 0.30467
H -1.83280 4.38360 -0.38984
H 0.35230 5.58083 -0.25775
H 0.38948 3.96480 -0.00836
H 2.52354 5.27096 2.57417
H 2.46416 6.17798 1.07331
H 2.50455 4.44719 0.96912

Gap between HOMO and LUMO (spin up / spin down)   6.92 / 6.86 eV
F_max   0.05916 hartree/bohr
HOMO level (spin up / spin down)   -10.3 / -10.3 eV
Multiplicity   5
Total energy   -3816.1742 hartree
Total charge   +1